(1)
# C7H11N

A cluster of 3 separate species, C7H11N in total in a non-equilibrium geometry (the ωB97M-V functional and the def2-TZVPD basis, the Open Molecules 2025 dataset).

The value obtained for the energy relative to the best compared isomer or geometry (same formula, charge and spin) is 169.2 kcal per mole. The calculation puts the HOMO-LUMO gap at 7.91 eV. For the total energy, the calculation gives -8920.3911 eV. The LUMO energy is 0.906 eV.

```
! wB97M-V def2-TZVPD RIJCOSX def2/J DEFGRID3
* xyz 0 1
C 2.5502 -1.2203 -0.7981
C 0.1341 1.8461 -0.1998
C 1.7129 -0.8224 0.3770
C -0.3402 0.4811 -0.0148
C -0.3485 -0.7577 0.0485
C -2.3995 0.3618 -0.3998
C -3.2544 -0.0176 0.5426
N 2.1508 -0.7773 1.5553
H 1.4500 -0.4716 2.2358
H -0.7016 -1.7510 0.2165
H -2.7794 0.8796 -1.2823
H 3.6111 -1.2837 -0.5331
H 2.2338 -2.1960 -1.1757
H 2.4243 -0.5003 -1.6111
H 1.1905 2.0009 0.0288
H -0.3995 2.5742 0.4161
H -0.0161 2.1657 -1.2341
H -2.8816 -0.5637 1.4108
H -4.3370 0.0523 0.4174
*
```

=====

(2)
# C32H36As2MoN5Se2SiTe2

A structure of composition C32H36As2MoN5Se2SiTe2 (the ωB97M-V functional and the def2-TZVPD basis, the Open Molecules 2025 dataset).

The value obtained for the energy relative to the best compared isomer or geometry (same formula, charge and spin) is 32.0 kcal per mole. The calculation puts the HOMO-LUMO gap (spin up / spin down) at 5.66 / 5.93 eV. For the total energy, the calculation gives -317901.0513 eV. The LUMO energy (spin up / spin down) is -4.428 / -4.241 eV. The expectation value of S² is 2.06.

```
! wB97M-V def2-TZVPD RIJCOSX def2/J DEFGRID3
* xyz 1 3
Mo 0.1077 0.3041 0.4893
C 0.9907 2.3710 3.3826
C -0.5211 2.4592 3.5481
As -1.4796 1.7336 1.9717
C -2.0914 3.4094 1.2101
C -3.4351 3.6316 0.9411
C -3.8393 4.8519 0.4147
C -2.9067 5.8451 0.1569
C -1.5617 5.6214 0.4221
C -1.1536 4.4043 0.9457
C -3.0854 1.0183 2.7615
C -3.6451 -0.1653 2.3019
C -4.7956 -0.6665 2.8967
C -5.3811 0.0156 3.9524
C -4.8230 1.2022 4.4116
C -3.6772 1.7069 3.8179
As 1.3527 0.5837 2.6569
C 0.5934 -0.4322 4.1185
C -0.5119 -1.2531 3.9395
C -1.1256 -1.8395 5.0385
C -0.6242 -1.6227 6.3129
C 0.4938 -0.8174 6.4932
C 1.0976 -0.2165 5.3999
C 3.2510 0.3412 2.7701
C 3.7942 -0.8074 3.3266
C 5.1738 -0.9621 3.3604
C 5.9999 0.0221 2.8378
C 5.4530 1.1712 2.2802
C 4.0769 1.3302 2.2437
H 1.5075 2.4871 4.3355
H 1.3743 3.1242 2.6925
H -0.8617 3.4857 3.6764
H -0.8465 1.8727 4.4071
H -4.1670 2.8577 1.1344
H -4.8867 5.0227 0.2049
H -3.2258 6.7948 -0.2506
H -0.8318 6.3940 0.2194
H -0.1002 4.2349 1.1446
H -3.1864 -0.7067 1.4845
H -5.2295 -1.5889 2.5342
H -6.2760 -0.3747 4.4184
H -5.2828 1.7363 5.2324
H -3.2550 2.6385 4.1756
H -0.8859 -1.4610 2.9448
H -1.9923 -2.4711 4.8929
H -1.0973 -2.0876 7.1676
H 0.8930 -0.6553 7.4855
H 1.9662 0.4159 5.5480
H 3.1472 -1.5818 3.7193
H 5.6029 -1.8568 3.7923
H 7.0738 -0.1053 2.8638
H 6.0979 1.9387 1.8737
H 3.6504 2.2298 1.8100
Se -1.5874 -1.2300 -0.5378
Te 2.3987 0.3895 -0.9167
Te 0.4519 -1.2641 -2.1223
Se -0.3004 0.0019 -3.9974
C 1.3102 -5.5361 0.8690
Si 2.2708 -4.1785 1.6985
C 3.9488 -3.9261 0.9338
C 2.3887 -4.4899 3.5340
C 1.3649 -2.5880 1.4320
C 0.8281 -1.5128 1.2102
H 1.8215 -6.4949 0.9760
H 1.1770 -5.3413 -0.1965
H 0.3206 -5.6294 1.3207
H 4.5990 -4.7871 1.1038
H 4.4290 -3.0437 1.3622
H 3.8683 -3.7745 -0.1445
H 2.6869 -5.5217 3.7296
H 1.4242 -4.3209 4.0168
H 3.1266 -3.8359 4.0022
N -3.1610 3.1593 -2.8212
N -1.9496 2.8277 -2.2593
N -0.8332 3.4364 -2.5927
C 0.0332 2.8273 -1.8004
N -0.5603 1.9067 -1.0322
N -1.8522 1.9321 -1.3460
H -2.9698 3.6185 -3.7040
H -3.6974 2.3071 -2.9403
H 1.0864 3.0381 -1.7944
*
```

=====

(3)
# C28H30CrF3N5O6Si

A structure of composition C28H30CrF3N5O6Si in a non-equilibrium geometry (the ωB97M-V functional and the def2-TZVPD basis, the Open Molecules 2025 dataset).

The value obtained for the energy relative to the best compared isomer or geometry (same formula, charge and spin) is 23.9 kcal per mole. The calculation puts the HOMO-LUMO gap (spin up / spin down) at 7.51 / 8.11 eV. For the total energy, the calculation gives -93718.3245 eV. The LUMO energy (spin up / spin down) is 4.442 / 4.441 eV. The expectation value of S² is 6.01.

```
! wB97M-V def2-TZVPD RIJCOSX def2/J DEFGRID3
* xyz -2 5
Cr 0.4949 -0.6784 1.0640
F 4.9311 -0.8812 -0.3336
C 4.2371 0.2798 -0.1316
F 3.6328 0.5629 -1.3095
F 5.1119 1.2495 0.1088
C 3.4162 0.0859 1.1147
O 3.8264 0.6075 2.1457
O 2.4612 -0.7534 0.9171
C 0.9225 5.3652 0.2972
C 1.2538 3.9106 0.4577
C 2.5229 3.5443 -0.3185
C 1.5893 3.6929 1.9765
Si -0.0580 2.5677 0.0325
O 0.4690 1.2625 0.7291
C -1.7360 3.1766 0.7085
C -2.3748 4.3076 0.1680
C -3.4368 4.9186 0.8178
C -3.9546 4.3817 1.9890
C -3.4022 3.2445 2.4955
C -2.3190 2.5950 1.8673
C -0.2559 2.1893 -1.8757
C -0.2198 0.8684 -2.3624
C -0.3606 0.5784 -3.7258
C -0.5535 1.6768 -4.5716
C -0.6721 2.9509 -4.1204
C -0.4206 3.2285 -2.7540
H 1.8411 5.9739 0.5271
H 0.1002 5.6998 0.9583
H 0.6174 5.5654 -0.6850
H 3.3898 4.1773 0.0180
H 2.4593 3.7266 -1.4543
H 2.7279 2.5087 -0.1648
H 2.2941 4.4360 2.3070
H 2.0683 2.7277 2.0642
H 0.6536 3.7753 2.5691
H -1.8810 4.7494 -0.6846
H -3.9634 5.8383 0.5229
H -4.8419 4.8491 2.4268
H -3.8610 2.7605 3.3782
H -1.7899 1.7535 2.3154
H -0.0487 0.0239 -1.7240
H -0.3434 -0.4086 -4.0770
H -0.6500 1.5630 -5.6363
H -0.8785 3.7044 -4.8823
H -0.4272 4.2936 -2.3849
N -1.6187 -0.6901 1.2138
C -2.6837 -0.8490 1.6475
N -3.8023 -0.9333 2.2507
C -4.7115 -1.7754 1.9365
N -5.5237 -2.5663 1.7239
C -2.3847 -5.2114 -0.2071
C -1.1063 -5.2554 -1.0947
C 0.1923 -4.8805 -0.3074
C 1.4079 -5.3267 -1.1692
C 2.7348 -4.8187 -0.6549
C 0.1964 -5.6575 0.9570
O 0.2032 -6.8866 0.9859
N 0.2020 -4.9463 2.0954
C 0.4222 -3.5451 2.2099
O 0.4223 -2.9919 3.3279
N 0.5909 -2.8393 1.0725
C 0.3753 -3.3707 -0.1501
O 0.4506 -2.7581 -1.1963
H -3.3241 -5.2578 -0.8369
H -2.4035 -4.2584 0.2997
H -2.3612 -6.0651 0.4747
H -1.0730 -4.4995 -1.8663
H -0.9520 -6.3119 -1.3878
H 1.1854 -4.9772 -2.2043
H 1.4114 -6.4468 -1.2892
H 2.8808 -3.7693 -0.8676
H 3.6497 -5.3645 -1.0453
H 2.8122 -4.9000 0.4183
H 0.2350 -5.4969 2.8829
*
```

=====

(4)
# C27H45KNO11S3

A structure of composition C27H45KNO11S3 in a non-equilibrium geometry (the ωB97M-V functional and the def2-TZVPD basis, the Open Molecules 2025 dataset).

The calculation puts the HOMO-LUMO gap at 4.57 eV. For the total energy, the calculation gives -101569.3639 eV. The LUMO energy is 1.675 eV.

```
! wB97M-V def2-TZVPD RIJCOSX def2/J DEFGRID3
* xyz -1 1
K -0.3061 -0.2253 -0.4337
C 1.9322 -3.5363 2.5843
C 1.8524 -4.9554 2.8247
C 0.7926 -5.7571 1.9551
O 0.7697 -6.9841 2.1987
C -0.1403 -5.0175 1.1112
C 0.0337 -3.6920 0.8951
C 1.2159 -2.9275 1.5884
O 1.3259 -1.6472 1.6448
O -0.7894 -3.1104 0.1388
O 2.5045 -5.5902 3.6454
H 2.7318 -3.0656 3.1370
H -0.9273 -5.6000 0.6554
C -2.5283 -0.7154 -6.5746
C -1.2301 -1.5190 -6.2311
C -0.2809 -0.4501 -5.5964
S -1.3503 0.7623 -4.5993
O -1.2943 2.1476 -5.0375
O -1.1436 0.4803 -3.2055
C -2.9583 -0.0467 -5.3253
H -3.2110 -1.4303 -7.0337
H -2.2456 -0.0130 -7.3588
H -0.8028 -2.0699 -7.0689
H -1.4690 -2.3051 -5.5148
H 0.1761 0.0742 -6.4356
H 0.5730 -0.7153 -4.9730
H -3.7831 0.6574 -5.2153
H -3.2763 -0.8351 -4.6431
C 3.4145 -3.7230 -1.3199
C 3.8555 -3.5381 -2.8347
C 3.2298 -2.2230 -3.3130
S 3.4574 -1.0601 -1.8638
O 2.1690 -0.5645 -1.4358
O 4.5832 -0.1840 -2.1862
C 4.0205 -2.4521 -0.6805
H 3.7965 -4.6672 -0.9319
H 2.3493 -3.9436 -1.2506
H 3.4520 -4.4117 -3.3467
H 4.9400 -3.5123 -2.9410
H 2.1649 -2.3289 -3.5198
H 3.6808 -1.7872 -4.2046
H 3.6569 -2.2424 0.3254
H 5.0963 -2.6271 -0.6893
C 3.4583 2.5212 3.0688
C 2.6797 3.8744 3.0283
C 2.3116 4.1721 1.4950
S 2.4514 2.5855 0.5168
O 3.6774 2.6158 -0.2650
O 1.1834 2.2091 -0.1671
C 2.6950 1.5863 2.0752
H 3.5565 2.1248 4.0794
H 4.4737 2.6269 2.6869
H 3.2695 4.6829 3.4602
H 1.7189 3.8153 3.5398
H 2.9405 4.8889 0.9671
H 1.2535 4.4193 1.4088
H 3.2708 0.6939 1.8299
H 1.6800 1.2980 2.3487
C -1.9463 -0.7825 2.8654
C -2.6796 0.5805 2.7432
C -1.9048 1.4360 3.7807
C -2.1630 2.9868 3.5735
C -1.7431 3.4180 2.1550
C -2.6130 2.6962 1.1386
N -2.4210 1.1913 1.4062
O -3.0211 0.4593 0.3317
C -4.0709 3.2532 1.2825
C -2.0655 3.0952 -0.3094
C -4.1380 0.2767 3.1118
H -0.8652 -0.6643 2.7926
H -2.2803 -1.5208 2.1364
H -1.9354 -1.2843 3.8330
H -2.1044 1.3461 4.8485
H -0.8296 1.3333 3.6339
H -1.6038 3.5497 4.3209
H -3.1900 3.2956 3.7682
H -0.7258 3.0845 1.9500
H -1.6727 4.4794 1.9169
H -4.6873 2.8419 2.0818
H -3.9607 4.3144 1.5055
H -4.7608 3.1683 0.4429
H -2.5824 2.6776 -1.1734
H -1.9283 4.1312 -0.6190
H -1.1133 2.6125 -0.5295
H -4.7246 1.1811 3.2733
H -4.2395 -0.4688 3.9005
H -4.7545 -0.1564 2.3241
H -3.9333 0.7057 0.5017
*
```

=====

(5)
# C5H8O2

The molecule C5H8O2 in a non-equilibrium geometry (the ωB97M-V functional and the def2-TZVPD basis, the Open Molecules 2025 dataset).

Its SMILES is O=C1CC[C@@H]1CO. The value obtained for the energy relative to the best compared isomer or geometry (same formula, charge and spin) is 45.0 kcal per mole. The calculation puts the HOMO-LUMO gap at 10.03 eV. For the total energy, the calculation gives -9407.8822 eV. The LUMO energy is 0.776 eV.

```
! wB97M-V def2-TZVPD RIJCOSX def2/J DEFGRID3
* xyz 0 1
O -1.2775 1.1514 1.7589
C -0.8315 0.9975 0.4335
C -0.3433 -0.4524 0.2197
C -0.0435 -0.6414 -1.2929
C 1.4193 -0.2224 -0.9784
C 1.1817 -0.5014 0.4879
O 1.8833 -0.5589 1.4631
H -1.8012 1.9584 1.7891
H 0.0439 1.6185 0.1111
H -1.6382 1.3001 -0.2562
H -0.8726 -1.2566 0.7387
H -0.3138 -1.6350 -1.6734
H -0.4807 0.1050 -1.9631
H 1.2747 0.8680 -0.8751
H 2.3056 -0.5508 -1.5268
*
```

=====

(6)
# C20H26I2MnN6O2S2

A structure of composition C20H26I2MnN6O2S2 (the ωB97M-V functional and the def2-TZVPD basis, the Open Molecules 2025 dataset).

The value obtained for the energy relative to the best compared isomer or geometry (same formula, charge and spin) is 51.1 kcal per mole. The calculation puts the HOMO-LUMO gap (spin up / spin down) at 5.71 / 6.23 eV. For the total energy, the calculation gives -103390.1991 eV. The LUMO energy (spin up / spin down) is 0.043 / -0.154 eV. The expectation value of S² is 9.20.

```
! wB97M-V def2-TZVPD RIJCOSX def2/J DEFGRID3
* xyz 0 6
Mn 0.9819 0.2957 0.1174
C -1.1371 2.0395 3.8725
C -1.8330 2.2778 2.5628
N -2.7082 3.2875 2.5206
C -3.3279 3.4942 1.3522
C -3.1019 2.8032 0.1823
C -3.8189 3.2229 -1.0659
O -4.6426 2.1986 -1.6267
C -2.1343 1.7513 0.1791
C -1.7942 1.1002 -1.0322
N -0.6938 0.3494 -1.2531
C -0.4686 -0.0211 -2.5742
C -1.0085 0.6552 -3.6865
C -0.7455 0.2601 -4.9862
C 0.0789 -0.8226 -5.2539
C 0.6520 -1.4984 -4.1863
C 0.3758 -1.0966 -2.8933
I 1.3020 -2.0915 -1.3296
C -1.5783 1.4967 1.4491
O -0.7219 0.3937 1.5977
H -0.9786 3.0019 4.3549
H -0.1793 1.5378 3.7441
H -1.7588 1.4428 4.5445
H -4.0517 4.3047 1.3415
H -3.1094 3.4832 -1.8559
H -4.4130 4.1168 -0.8521
H -5.1855 1.8449 -0.9143
H -2.5124 1.2234 -1.8308
H -1.6361 1.5210 -3.5269
H -1.1892 0.8172 -5.8017
H 0.2827 -1.1322 -6.2695
H 1.3124 -2.3370 -4.3618
I -2.5095 -1.9557 0.9940
C -1.2892 -0.7062 2.2556
H -0.4796 -1.3355 2.6009
H -1.9537 -0.3778 3.0479
N 0.7772 3.1519 -1.0509
C 1.6750 2.1020 -0.7535
N 2.3660 1.6089 -1.8954
S 2.4474 1.9911 0.8035
H 0.1298 2.8874 -1.7883
H 0.2454 3.4140 -0.2303
H 2.2025 2.1591 -2.7294
H 3.3559 1.5107 -1.7188
S 2.0968 -1.2835 2.3325
C 2.7575 -2.7130 1.7067
N 2.2304 -3.9186 1.9581
C 2.7098 -5.1669 1.3804
C 4.2015 -5.0535 1.1211
C 4.4713 -3.8145 0.2864
N 3.8470 -2.6644 0.9250
H 1.3895 -3.9024 2.5102
H 2.1750 -5.3800 0.4491
H 2.4890 -5.9720 2.0796
H 4.5596 -5.9416 0.6018
H 4.7329 -4.9790 2.0718
H 4.0763 -3.9403 -0.7273
H 5.5395 -3.6196 0.2031
H 4.1978 -1.7342 0.7593
*
```